{
  "formula": "C45H44CaF4N4P2S",
  "method": "ωB97M-V/def2-TZVPD",
  "e_above_lowest_kcal_mol": 2.2,
  "fmax_ev_per_a": 0.70,
  "orbital_gap_ha": 0.2819,
  "homo_ev": -7.32,
  "species": ["Ca", "S", "P", "P", "F", "F", "F", "F", "N", "N", "N", "N", "C", "C", "C", "C", "C", "C", "C", "C", "C", "C", "C", "C", "C", "C", "C", "C", "C", "C", "C", "C", "C", "C", "C", "C", "C", "C", "C", "C", "C", "C", "C", "C", "C", "C", "C", "C", "C", "C", "C", "C", "C", "C", "C", "C", "C", "H", "H", "H", "H", "H", "H", "H", "H", "H", "H", "H", "H", "H", "H", "H", "H", "H", "H", "H", "H", "H", "H", "H", "H", "H", "H", "H", "H", "H", "H", "H", "H", "H", "H", "H", "H", "H", "H", "H", "H", "H", "H", "H", "H"],
  "xyz": [[-0.2264, 0.2885, 0.1173], [-4.5441, 2.6295, -1.0468], [0.9053, -2.2711, -1.4377], [-0.7415, 0.1303, -2.9461], [2.4424, 4.7019, -0.7697], [0.8654, 2.6488, -0.0463], [4.6780, 0.3610, 1.6321], [6.1866, 2.3991, 0.9313], [-0.4644, -0.9203, 2.3334], [0.4671, -2.0941, -4.1972], [-2.1426, 1.3417, -0.4012], [1.7396, 0.5052, 1.1354], [2.4221, -4.1527, 0.0204], [-1.0597, -2.2486, 2.0913], [2.5720, -5.3133, 0.7667], [-2.9736, -1.3345, -2.1277], [2.0140, -0.7513, 1.8123], [0.1692, -2.9028, -3.0399], [4.3721, 3.6294, 0.0777], [4.8677, 2.5000, 0.6984], [1.4372, -2.7340, -7.7097], [3.0048, 3.6525, -0.1516], [-1.1615, 4.3520, -4.6973], [-1.3990, -3.0736, 3.3261], [1.5069, -6.1880, 0.9205], [2.2043, 2.6091, 0.2360], [4.2113, -0.0594, -2.3928], [1.2027, -3.8492, -0.5777], [-2.8012, -1.0247, -4.4932], [1.2345, -2.0859, -6.5039], [1.0704, -4.0602, -7.8816], [3.3684, -2.6801, -2.7488], [0.2867, -5.8949, 0.3264], [0.2982, -0.6522, -4.2684], [0.1336, -4.7314, -0.4097], [0.6500, -2.7564, -5.4196], [2.6766, 1.4438, 0.8830], [-3.9305, -1.8057, -4.6815], [0.4865, -4.7262, -6.8178], [5.0146, -0.9587, -3.0743], [-4.5835, -2.3564, -3.5876], [0.9333, -1.0331, 2.8526], [-2.3057, -0.7780, -3.2135], [-0.9690, 1.7691, -3.6843], [-2.1892, 2.2494, -4.1416], [-2.7156, 0.0717, 2.8242], [2.5512, -1.7857, -2.0530], [-2.2826, 3.5400, -4.6438], [-3.1414, 1.9017, -0.6676], [0.2713, -4.0923, -5.6035], [-4.1049, -2.1172, -2.3075], [4.0696, 1.4375, 1.0834], [4.5883, -2.2713, -3.2549], [0.1514, 2.6019, -3.7141], [0.0594, 3.8834, -4.2283], [-1.2680, -0.0796, 3.2470], [2.9835, -0.4772, -1.8926], [2.0357, -1.5952, 1.1032], [-0.1885, -0.4099, -5.2184], [1.0882, -2.0330, 3.2694], [-0.5452, -3.1895, 3.9932], [1.1021, 2.2567, -3.3181], [-4.6156, -2.5275, -1.4465], [1.6269, -7.0940, 1.4989], [3.2652, -3.4827, -0.0933], [3.0504, -3.7056, -2.8990], [-3.2668, -0.8656, 2.9066], [-1.2402, 5.3586, -5.0857], [-5.4662, -2.9648, -3.7320], [-0.8991, -3.1183, -2.9033], [-0.2246, -4.6380, -4.8150], [4.5289, 0.9633, -2.2365], [1.9005, -2.1891, -8.5223], [0.1751, -5.7572, -6.9291], [-2.8204, 0.4366, 1.8009], [-0.7758, 0.8966, 3.2744], [1.2330, -4.5606, -8.8256], [-1.7077, -4.0740, 3.0203], [5.0094, 4.4494, -0.2101], [5.9717, -0.6421, -3.4660], [-2.3040, -0.6057, -5.3601], [1.0370, -0.3216, 3.6737], [2.9779, -0.7836, 2.3199], [1.5609, -1.0626, -6.3962], [-3.2410, 3.9135, -4.9761], [3.5269, -5.5334, 1.2240], [1.2630, -0.1263, -4.2731], [-1.9614, -2.1105, 1.4847], [-0.3529, -2.7986, 1.4639], [2.3727, 0.2438, -1.3614], [-0.5505, -6.5713, 0.4398], [-4.2995, -1.9837, -5.6825], [-0.8346, -4.5116, -0.8474], [5.2092, -2.9748, -3.7928], [-3.2057, 0.7940, 3.4769], [-2.2154, -2.6370, 3.9004], [0.9335, 4.5198, -4.2435], [-2.6369, -1.1397, -1.1144], [0.6774, -3.8591, -3.1811], [-3.0787, 1.6386, -4.0753], [-1.2121, -0.4765, 4.2709]],
  "forces_ev_per_a": [[-0.2, -0.1, -0.4], [0.4, -0.2, 0.1], [0.0, 0.4, 0.1], [-0.1, -0.2, 0.3], [0.0, 0.0, 0.0], [0.0, -0.1, -0.1], [0.0, 0.0, 0.0], [0.0, 0.0, 0.0], [0.3, 0.0, 0.0], [-0.1, -0.1, -0.3], [-0.2, 0.2, 0.1], [0.6, 0.0, 0.3], [0.1, 0.0, 0.1], [0.1, 0.0, -0.1], [0.0, 0.0, 0.0], [-0.1, 0.0, 0.2], [0.1, 0.0, 0.0], [0.2, -0.1, 0.1], [-0.1, 0.0, 0.0], [0.0, -0.1, 0.0], [0.0, 0.0, 0.0], [-0.1, -0.1, 0.0], [0.0, 0.0, 0.0], [0.0, -0.1, 0.0], [0.0, 0.0, 0.0], [0.2, 0.1, 0.0], [0.0, -0.1, 0.0], [0.0, -0.1, 0.0], [0.0, 0.0, -0.1], [0.0, -0.1, 0.1], [0.0, 0.0, 0.0], [0.0, 0.0, 0.0], [0.0, 0.0, 0.0], [0.0, 0.1, -0.1], [0.0, 0.0, 0.0], [0.0, 0.0, 0.1], [-0.4, -0.3, 0.0], [0.0, 0.0, 0.0], [0.0, -0.1, 0.0], [0.0, 0.0, 0.0], [0.0, 0.0, 0.1], [-0.2, 0.0, 0.0], [0.0, 0.0, -0.1], [0.1, 0.0, 0.0], [-0.1, 0.0, 0.0], [-0.1, 0.0, 0.0], [0.0, -0.2, -0.1], [0.0, 0.0, 0.0], [-0.6, 0.2, -0.2], [0.0, 0.1, 0.0], [0.0, 0.0, -0.1], [0.0, 0.1, 0.0], [0.0, 0.0, 0.0], [0.0, 0.0, 0.0], [0.0, 0.0, 0.0], [0.1, -0.1, 0.0], [0.0, 0.2, 0.1], [0.0, 0.0, -0.1], [0.1, 0.0, 0.0], [0.0, 0.0, 0.0], [0.0, 0.0, 0.0], [0.0, 0.0, 0.0], [0.0, 0.0, 0.0], [0.0, 0.0, 0.0], [0.0, 0.0, 0.0], [0.0, 0.0, 0.0], [0.0, 0.0, 0.0], [0.0, 0.0, 0.0], [0.0, 0.0, 0.0], [0.0, 0.1, 0.0], [0.0, 0.0, 0.0], [0.0, 0.0, 0.0], [0.0, 0.0, 0.0], [0.0, 0.0, 0.0], [0.1, 0.0, 0.0], [-0.1, 0.0, 0.0], [0.0, 0.0, 0.0], [0.0, 0.0, 0.0], [0.0, 0.0, 0.0], [0.0, 0.0, 0.0], [0.0, 0.0, 0.0], [0.1, 0.0, 0.0], [0.0, 0.0, 0.1], [0.0, 0.0, 0.0], [0.0, 0.0, 0.0], [0.0, 0.0, 0.0], [0.0, 0.0, 0.1], [0.0, 0.0, 0.0], [0.0, 0.0, 0.1], [0.0, -0.1, 0.0], [0.0, 0.0, 0.0], [0.0, 0.0, 0.0], [0.0, 0.0, 0.0], [0.0, 0.0, 0.0], [0.0, 0.0, 0.0], [0.0, 0.0, 0.0], [0.0, 0.0, 0.0], [0.0, 0.0, -0.1], [-0.1, 0.0, 0.0], [0.0, 0.0, 0.0], [0.0, 0.0, 0.0]],
  "mulliken_charge": [2.334, -0.393, 1.288, 0.954, -0.339, -0.316, -0.430, -0.343, 1.187, 1.370, -1.082, -0.076, -0.675, -0.274, -0.795, -0.381, -0.355, -2.774, -0.710, 0.335, -0.757, 0.268, -0.626, -1.569, -0.693, 0.395, -0.623, 0.821, -0.273, -0.355, -0.533, -0.376, -0.626, -2.478, -0.613, 0.673, -0.834, -0.846, -0.816, -0.767, -0.647, -1.422, 0.422, 0.820, -0.506, -1.073, 0.456, -0.753, 0.028, -0.417, -0.647, 0.625, -0.889, -0.585, -0.737, -1.049, -0.327, -0.375, 1.160, 0.290, 0.299, 0.288, 0.475, 0.407, 0.393, 0.431, 0.273, 0.374, 0.402, 0.625, 0.438, 0.488, 0.394, 0.390, 0.081, 0.554, 0.401, 0.474, 0.509, 0.414, 0.376, 0.488, 0.766, 0.425, 0.428, 0.444, 0.850, 0.282, 0.020, 0.282, 0.457, 0.443, 0.378, 0.462, 0.420, 0.333, 0.460, 0.067, 1.196, 0.518, 0.527]
}

---

{
  "formula": "C45H44GaNP2",
  "method": "ωB97M-V/def2-TZVPD",
  "total_charge": 2,
  "fmax_ev_per_a": 2.87,
  "orbital_gap_ha": 0.2254,
  "homo_ev": -13.05,
  "species": ["Ga", "P", "P", "N", "C", "C", "C", "C", "C", "C", "C", "C", "C", "C", "C", "C", "C", "C", "C", "C", "C", "C", "C", "C", "C", "C", "C", "C", "C", "C", "C", "C", "C", "C", "C", "C", "C", "C", "C", "C", "C", "C", "C", "C", "C", "C", "C", "C", "C", "H", "H", "H", "H", "H", "H", "H", "H", "H", "H", "H", "H", "H", "H", "H", "H", "H", "H", "H", "H", "H", "H", "H", "H", "H", "H", "H", "H", "H", "H", "H", "H", "H", "H", "H", "H", "H", "H", "H", "H", "H", "H", "H", "H"],
  "xyz": [[-0.2836, -0.1887, -0.2242], [-1.1014, -2.2885, 0.1622], [-1.4465, 1.4522, -1.3969], [1.7116, 1.2431, 2.3014], [-1.2159, 3.5279, -3.2631], [3.6514, -1.2631, -1.3698], [1.7460, -5.1833, 0.8624], [-2.8389, 0.5921, -2.2274], [-4.9272, -0.7995, -3.4887], [3.8858, 0.8487, -0.2531], [1.2011, 2.5988, -4.3296], [-0.5880, 2.4034, -2.7029], [4.4587, -0.2118, -0.9357], [1.6911, -0.2143, -0.4190], [-2.7021, 0.1587, -3.5542], [-1.1515, -3.4097, -3.8000], [0.8750, -2.7946, 2.0202], [-2.3512, -4.1072, -3.9175], [0.5299, 3.6629, -4.9406], [-3.5633, 3.1931, -0.7565], [-3.0547, -3.5841, 1.7681], [-4.1401, -3.5823, 2.6472], [-2.3234, 2.6659, -0.3572], [-3.6436, 4.5193, 1.2680], [0.6526, 1.9700, -3.2081], [-2.4883, -2.3630, 1.3414], [-0.7766, -2.8546, -2.5733], [2.5338, 0.7999, 0.0551], [-1.7472, 3.0662, 0.8609], [-1.5286, -3.1138, -1.4109], [-2.9803, -1.1612, 1.8821], [-3.7327, -0.5489, -4.1685], [-4.6665, -2.3810, 3.1328], [2.0025, -3.4438, 2.5217], [-3.9837, 0.2354, -1.5066], [-4.2250, 4.0982, 0.0702], [2.7566, 0.3538, 2.7921], [-2.6258, -3.9905, -1.5022], [2.2768, -1.2648, -1.1051], [2.4282, -4.6459, 1.9539], [1.1140, 2.1008, 3.2977], [-5.0391, -0.4150, -2.1445], [0.2197, -3.3182, 0.8980], [-4.0759, -1.1762, 2.7518], [-3.1116, -4.3274, -2.7648], [0.6439, -4.5277, 0.3167], [1.9476, 1.8260, 0.9756], [-2.4031, 4.0052, 1.6645], [-0.6715, 4.1326, -4.3962], [0.5191, -1.8649, 2.4715], [1.3710, 3.1594, 3.1314], [2.0794, -6.1167, 0.4200], [2.1505, 2.2378, -4.7311], [1.1893, 1.1460, -2.7268], [-1.1857, 4.9702, -4.8640], [-4.0891, 0.4506, -0.4392], [-5.2057, 4.4659, -0.2212], [0.9820, 2.1873, 0.5554], [4.4369, 1.7181, 0.0766], [-3.9674, -2.3827, -0.8569], [-2.4985, -0.2161, 1.6077], [-1.9490, 4.3265, 2.6056], [-1.7714, 0.3654, -4.0752], [-5.5247, -2.3781, 3.8112], [-4.2023, -2.5714, -0.1528], [5.5068, -0.1889, -1.1773], [-4.1051, -4.7574, -2.8794], [2.6875, 2.6651, 1.0517], [3.7541, 0.7621, 2.5764], [0.0199, 1.9673, 3.2599], [1.4762, 1.7769, 4.2797], [-2.6576, -4.5366, 1.4141], [-5.7395, -1.3420, -3.9875], [-3.5940, -0.9270, -5.1806], [-2.1302, 3.9125, -2.8143], [-5.9033, -0.6400, -1.5214], [-4.1580, 5.2402, 1.9051], [-0.7980, 2.6256, 1.1799], [2.6727, -0.6288, 2.2900], [0.0966, -2.1994, -2.5407], [-0.5144, -3.2421, -4.6694], [0.9471, 4.1196, -5.8413], [4.0430, -2.0858, -1.9550], [-2.6820, -4.4450, -4.9015], [1.6306, -2.0687, -1.4375], [-3.1265, -4.3228, -0.6015], [3.3021, -5.1532, 2.3606], [-4.4690, -0.2320, 3.1313], [2.5318, -3.0004, 3.3630], [-4.5887, -4.5262, 2.9608], [2.6399, 0.2258, 3.8856], [-4.0284, 2.8883, -1.6940], [0.1223, -4.9381, -0.5562]],
  "forces_ev_per_a": [[2.1, 0.5, -0.2], [-0.7, -2.7, 0.7], [-1.9, 1.4, -0.8], [-0.6, -1.0, -0.6], [0.0, -0.3, 0.0], [-0.4, -0.1, 0.0], [-0.1, 0.0, 0.0], [0.3, -0.6, -0.1], [0.1, -0.1, 0.4], [-0.6, -0.3, 0.2], [-0.1, 0.0, 0.1], [0.8, -0.3, 0.0], [-0.4, -0.1, -0.5], [-0.1, 0.2, 0.5], [0.0, 0.1, 0.3], [0.3, 0.2, 0.1], [0.2, -0.2, -0.3], [0.2, 0.4, 0.4], [0.0, -0.3, 0.2], [0.1, 0.0, 0.2], [0.1, 0.2, 0.1], [0.1, 0.0, -0.1], [0.2, -0.1, 0.5], [0.3, -0.2, 0.0], [-0.3, 0.0, 0.0], [0.0, 0.3, 0.7], [-0.4, 0.2, 0.1], [-0.6, 0.4, -0.1], [-0.4, 0.0, -0.1], [0.1, -0.2, -0.5], [0.0, -0.5, -0.2], [-0.1, 0.0, 0.0], [0.2, 0.1, -0.2], [-0.3, 0.1, 0.1], [-0.2, 0.0, 0.0], [0.2, 0.0, 0.0], [0.1, -0.1, -0.1], [0.3, 0.5, -0.4], [0.2, 0.0, -0.1], [-0.1, 0.2, -0.1], [-0.3, 0.2, -0.1], [0.3, 0.0, 0.0], [0.2, 0.2, -0.1], [0.1, 0.2, 0.0], [0.1, -0.5, -0.3], [-0.1, 0.4, 0.0], [0.6, 0.5, 0.6], [0.0, -0.1, -0.1], [0.2, -0.1, 0.1], [0.2, -0.2, 0.0], [-0.1, -0.2, 0.2], [0.0, 0.1, 0.1], [-0.3, 0.2, 0.1], [-0.2, 0.2, -0.2], [0.1, -0.2, 0.2], [0.1, 0.1, -0.4], [0.2, 0.0, 0.0], [0.6, 0.1, 0.3], [0.3, -0.1, 0.0], [-0.8, 0.0, 0.9], [-0.3, -0.1, 0.1], [-0.2, -0.1, -0.3], [-0.2, 0.0, -0.1], [0.4, 0.0, -0.3], [-0.2, 0.5, -1.0], [0.2, -0.1, 0.0], [0.3, -0.3, 0.2], [-0.7, -0.2, -0.1], [0.0, -0.2, 0.3], [0.2, 0.4, 0.3], [-0.3, 0.4, -0.2], [0.0, 0.3, 0.2], [0.3, 0.3, 0.3], [-0.1, 0.2, 0.2], [0.2, 0.0, -0.2], [0.0, -0.1, -0.5], [0.1, -0.2, -0.2], [-0.3, 0.3, 0.0], [0.2, 0.4, 0.3], [-0.2, -0.2, -0.1], [-0.2, 0.0, 0.2], [-0.2, -0.1, 0.4], [0.2, 0.1, 0.1], [0.0, 0.1, 0.4], [0.5, -0.2, -0.1], [-0.1, 0.1, -0.4], [-0.2, 0.1, -0.1], [0.1, -0.3, -0.1], [-0.1, -0.2, -0.1], [0.2, 0.2, -0.1], [0.1, 0.0, -0.7], [0.1, 0.1, 0.3], [0.3, 0.2, 0.4]],
  "mulliken_charge": [0.353, 1.637, 2.124, 0.553, -0.681, -0.882, -0.628, 0.146, -0.656, -0.490, -0.836, 0.596, -0.911, 1.576, -0.841, -0.744, -0.528, -0.822, -0.565, -0.502, -0.077, -0.734, 0.365, -0.728, -0.035, 0.031, -0.341, 0.172, 0.214, 1.308, -0.180, -0.655, -0.594, -0.506, -0.170, -0.912, -0.901, -1.135, -0.304, -0.735, -1.013, -0.833, 0.352, -0.833, -0.551, -0.545, -1.281, -0.620, -0.767, 0.466, 0.332, 0.462, 0.460, 0.303, 0.443, 0.404, 0.455, -0.135, 0.564, -0.693, 0.282, 0.482, 0.443, 0.424, 0.756, 0.424, 0.477, 0.715, 0.300, 0.221, 0.399, 0.479, 0.426, 0.476, 0.406, 0.431, 0.430, -0.415, 0.129, 0.039, 0.442, 0.410, 0.483, 0.429, 0.364, 0.449, 0.430, 0.491, 0.493, 0.437, 0.398, 0.506, 0.393]
}

---

> What is the formula in the first record?

C45H44CaF4N4P2S